(1)
# C28H56O14S4

A cluster of 7 separate species, C28H56O14S4 in total (ωB97M-V/def2-TZVPD, OMol25).

Structure (XYZ):
```
102
Properties=species:S:1:pos:R:3:lowdin_charge:R:1
O 3.43 0.94 4.98 -0.313
S 3.53 0.71 3.56 0.697
O 2.63 1.46 2.67 -0.357
C 5.19 0.97 3.08 -0.242
C 5.85 -0.34 3.31 -0.229
C 4.89 -1.31 2.72 -0.211
C 3.45 -1.03 3.22 -0.170
H 5.70 1.83 3.61 0.141
H 5.12 1.22 2.03 0.105
H 6.80 -0.38 2.78 0.126
H 6.09 -0.58 4.31 0.114
H 5.20 -2.32 2.90 0.113
H 4.86 -1.28 1.65 0.093
H 3.27 -1.55 4.16 0.111
H 2.65 -1.23 2.53 0.070
O 0.85 -1.87 0.95 -0.329
S -0.08 -0.90 0.42 0.652
O -1.39 -0.96 0.97 -0.312
C 0.55 0.76 0.58 -0.219
C 1.37 1.00 -0.70 -0.201
C 0.45 0.56 -1.82 -0.197
C 0.03 -0.90 -1.39 -0.192
H 1.19 0.81 1.44 0.059
H -0.29 1.43 0.63 0.068
H 1.65 2.08 -0.76 0.135
H 2.33 0.42 -0.70 0.120
H 1.03 0.43 -2.74 0.101
H -0.38 1.27 -1.90 0.096
H 0.77 -1.64 -1.60 0.054
H -0.90 -1.31 -1.92 0.132
O -3.74 3.51 -3.46 -0.345
S -4.25 3.18 -2.12 0.680
O -5.33 3.93 -1.50 -0.322
C -4.66 1.48 -2.04 -0.232
C -4.27 1.06 -0.61 -0.183
C -2.90 1.72 -0.40 -0.223
C -2.89 3.12 -0.98 -0.227
H -4.04 0.91 -2.74 0.096
H -5.75 1.45 -2.19 0.117
H -4.99 1.40 0.11 0.109
H -4.21 -0.03 -0.58 0.110
H -2.15 1.09 -0.86 0.076
H -2.59 1.76 0.64 0.097
H -1.97 3.22 -1.61 0.119
H -3.02 3.89 -0.25 0.090
O -0.65 3.90 0.92 -0.339
S -0.57 4.56 2.21 0.686
O -0.67 6.00 2.41 -0.335
C -1.69 3.87 3.42 -0.224
C -0.95 4.15 4.77 -0.206
C 0.48 3.72 4.50 -0.235
C 0.95 4.17 3.12 -0.203
H -1.59 2.77 3.24 0.107
H -2.76 4.16 3.43 0.121
H -0.94 5.23 4.98 0.117
H -1.48 3.55 5.52 0.118
H 0.50 2.62 4.55 0.114
H 1.25 3.97 5.20 0.106
H 1.61 3.51 2.54 0.076
H 1.38 5.22 3.24 0.122
C 0.26 -1.93 -5.30 -0.051
C -1.22 -1.77 -5.66 -0.206
O -1.46 -0.44 -6.11 -0.022
C -1.74 0.57 -5.29 -0.488
C -1.97 1.91 -5.93 0.028
O -1.80 0.33 -4.07 0.040
H 0.85 -1.61 -6.16 0.084
H 0.32 -3.00 -5.03 0.087
H 0.65 -1.33 -4.50 0.043
H -1.43 -2.39 -6.54 0.131
H -1.86 -1.96 -4.84 0.105
H -2.89 1.87 -6.50 0.093
H -1.12 2.21 -6.59 0.107
H -2.00 2.64 -5.09 0.081
C 2.48 -4.28 -1.51 -0.061
C 3.29 -3.08 -1.07 -0.248
O 3.61 -2.34 -2.24 -0.023
C 4.24 -1.17 -1.97 -0.529
C 4.25 -0.35 -3.26 0.035
O 4.84 -0.98 -0.96 0.115
H 1.39 -4.02 -1.50 0.086
H 2.62 -5.08 -0.80 0.074
H 2.76 -4.63 -2.53 0.090
H 2.72 -2.50 -0.41 0.068
H 4.22 -3.44 -0.55 0.142
H 3.26 -0.30 -3.69 0.062
H 4.91 -0.77 -3.98 0.083
H 4.54 0.67 -3.17 0.078
C -4.53 -2.29 1.77 -0.073
C -4.83 -3.67 2.32 -0.222
O -3.62 -4.17 2.93 -0.030
C -2.73 -4.73 2.05 -0.509
C -1.43 -5.04 2.76 0.025
O -3.04 -5.03 0.91 0.087
H -3.74 -2.47 1.02 0.073
H -4.23 -1.61 2.55 0.078
H -5.37 -1.87 1.26 0.066
H -5.62 -3.69 3.03 0.104
H -5.06 -4.28 1.43 0.122
H -1.60 -5.64 3.70 0.106
H -0.98 -4.09 3.05 0.088
H -0.88 -5.65 2.07 0.074
```

The highest occupied orbital energy comes out at -10.004 eV. Its total energy is -3746.54553 hartree. The value obtained for the energy above the lowest of the compared OMol25 structures with the same formula, charge and spin is 0.00 kcal per mole. For the frontier orbital gap, the calculation gives 10.4 eV. As for the structure (SMILES): O=S1(=O)CCCC1.O=S1(=O)CCCC1.O=S1(=O)CCCC1.O=S1(=O)CCCC1.CCOC(C)=O.CCOC(C)=O.CCOC(C)=O. The calculation puts the LUMO energy at 0.016 hartree.


(2)
# C28H56O14S7

A cluster of 7 separate species, C28H56O14S7 in total (ωB97M-V/def2-TZVPD, OMol25).

Structure (XYZ):
```
105
Properties=species:S:1:pos:R:3:lowdin_charge:R:1
O 5.70 -3.62 2.65 -0.316
S 4.55 -3.53 1.79 0.696
O 3.94 -2.25 1.47 -0.340
C 4.80 -4.37 0.24 -0.219
C 3.60 -5.32 0.11 -0.196
C 3.48 -5.91 1.55 -0.196
C 3.33 -4.68 2.44 -0.229
H 5.72 -4.90 0.38 0.093
H 4.92 -3.63 -0.59 0.097
H 2.68 -4.78 -0.21 0.102
H 3.78 -6.08 -0.64 0.110
H 4.45 -6.35 1.77 0.116
H 2.67 -6.58 1.77 0.106
H 3.52 -4.85 3.46 0.087
H 2.34 -4.25 2.29 0.104
O 2.94 -3.83 -2.84 -0.304
S 3.76 -2.84 -3.46 0.655
O 4.99 -2.35 -2.90 -0.310
C 4.14 -3.28 -5.18 -0.218
C 3.45 -2.23 -6.06 -0.202
C 3.39 -0.90 -5.20 -0.194
C 2.78 -1.41 -3.87 -0.247
H 3.84 -4.28 -5.41 0.089
H 5.22 -3.30 -5.29 0.103
H 3.89 -1.96 -7.05 0.121
H 2.44 -2.56 -6.28 0.104
H 2.78 -0.09 -5.63 0.107
H 4.37 -0.43 -5.05 0.115
H 1.73 -1.68 -4.02 0.103
H 2.80 -0.71 -3.05 0.088
O -1.37 -1.94 5.87 -0.327
S -1.09 -0.78 6.71 0.650
O -0.74 -0.91 8.08 -0.309
C 0.00 0.27 5.83 -0.218
C -0.87 1.39 5.30 -0.218
C -2.33 0.90 5.21 -0.200
C -2.54 0.24 6.61 -0.215
H 0.54 -0.32 5.11 0.095
H 0.71 0.63 6.54 0.098
H -0.88 2.33 5.81 0.114
H -0.65 1.67 4.27 0.092
H -2.32 0.05 4.55 0.088
H -3.02 1.68 4.91 0.095
H -3.39 -0.46 6.66 0.108
H -2.58 0.96 7.45 0.119
O 3.17 3.42 -1.28 -0.315
S 1.97 4.15 -1.63 0.683
O 1.83 5.59 -1.61 -0.324
C 1.41 3.53 -3.21 -0.205
C 0.06 2.76 -2.91 -0.186
C 0.19 2.29 -1.51 -0.270
C 0.62 3.46 -0.71 -0.238
H 2.18 2.87 -3.57 0.087
H 1.30 4.40 -3.87 0.106
H -0.64 3.59 -3.07 0.123
H -0.11 2.05 -3.70 0.109
H 0.92 1.50 -1.47 0.087
H -0.78 1.92 -1.22 0.108
H 1.00 3.17 0.27 0.115
H -0.16 4.20 -0.57 0.087
O -3.63 0.98 -1.26 -0.346
S -4.50 0.62 -2.36 0.647
O -5.50 1.56 -2.79 -0.309
C -3.63 -0.09 -3.76 -0.237
C -4.55 -1.21 -4.24 -0.210
C -4.82 -2.02 -2.93 -0.174
C -5.32 -0.91 -1.92 -0.212
H -2.67 -0.45 -3.36 0.109
H -3.41 0.69 -4.47 0.099
H -5.48 -0.77 -4.67 0.125
H -4.11 -1.86 -5.03 0.121
H -3.89 -2.48 -2.56 0.115
H -5.53 -2.83 -3.09 0.104
H -5.02 -1.17 -0.90 0.099
H -6.38 -0.68 -1.95 0.097
O 1.06 -2.73 0.04 -0.287
S 0.66 -1.40 -0.22 0.655
O 0.50 -0.93 -1.62 -0.354
C -0.84 -1.04 0.56 -0.227
C -0.52 -0.03 1.66 -0.203
C 0.95 -0.21 2.06 -0.179
C 1.74 -0.37 0.72 -0.190
H -1.18 -2.00 0.96 0.118
H -1.58 -0.69 -0.15 0.087
H -0.71 0.97 1.24 0.090
H -1.25 -0.05 2.46 0.098
H 1.04 -1.09 2.66 0.108
H 1.26 0.64 2.68 0.118
H 2.66 -0.94 0.87 0.060
H 1.93 0.61 0.22 0.109
O -1.21 4.39 3.61 -0.318
S -2.58 4.33 3.09 0.657
O -3.71 4.01 3.91 -0.325
C -2.92 5.78 2.16 -0.248
C -2.55 5.42 0.73 -0.207
C -3.14 4.01 0.54 -0.192
C -2.72 3.19 1.77 -0.240
H -2.31 6.61 2.56 0.117
H -3.96 6.08 2.28 0.115
H -3.02 6.14 0.03 0.130
H -1.45 5.45 0.62 0.108
H -2.86 3.47 -0.37 0.094
H -4.24 4.09 0.47 0.129
H -1.70 2.82 1.64 0.076
H -3.34 2.37 2.09 0.109
```

The highest occupied orbital energy comes out at -10.063 eV. Its total energy is -4941.04002 hartree. The value obtained for the energy above the lowest of the compared OMol25 structures with the same formula, charge and spin is 31.69 kcal per mole. For the frontier orbital gap, the calculation gives 10.1 eV. As for the structure (SMILES): O=S1(=O)CCCC1.O=S1(=O)CCCC1.O=S1(=O)CCCC1.O=S1(=O)CCCC1.O=S1(=O)CCCC1.O=S1(=O)CCCC1.O=S1(=O)CCCC1. The calculation puts the LUMO energy at 0.002 hartree.


Q: What is the frontier orbital gap in the first record?
A: 10.4 eV


Q: What is the energy above the lowest of the compared OMol25 structures with the same formula, charge and spin in the second record?
A: 31.69 kcal per mole


Q: Which of these has the highest frontier orbital gap?
A: C28H56O14S4


Q: Which of these has the lowest energy above the lowest of the compared OMol25 structures with the same formula, charge and spin?
A: C28H56O14S4